14
Properties=species:S:1:pos:R:3:mulliken_charge:R:1 method="wB97M-V/def2-TZVPD" e_above_lowest_kj_mol=406.9 max_force_ha_per_bohr=0.006 e_tot_ha=-324.56948 orbital_gap_ev=9.17
C 2.38 -0.15 0.14 -0.79
N 1.16 0.56 -0.20 -0.22
C -0.06 0.11 0.11 0.66
O -0.26 -1.01 0.74 -0.38
C -1.50 -1.14 -0.34 -0.58
C -2.43 -0.17 0.30 -0.18
C -1.30 0.52 -0.42 -0.34
H 3.13 0.57 0.45 0.30
H 2.19 -0.83 0.98 0.29
H 2.79 -0.75 -0.68 0.28
H 1.19 1.26 -0.93 0.22
H -2.52 -0.07 1.38 0.20
H -3.37 -0.08 -0.25 0.26
H -1.41 1.18 -1.27 0.26

12
Properties=species:S:1:pos:R:3:mulliken_charge:R:1 method="wB97M-V/def2-TZVPD" e_above_lowest_kj_mol=211.3 smiles="NC(=O)c1cnoc1" max_force_ha_per_bohr=0.097 e_tot_ha=-414.76570 orbital_gap_ev=10.86
N 2.00 0.54 -0.11 -0.47
C 1.22 -0.57 0.15 0.41
O 1.57 -1.70 0.32 -0.54
C -0.34 -0.20 0.18 0.30
C -1.00 1.03 0.51 -0.46
N -2.26 0.84 0.34 -0.40
O -2.46 -0.40 -0.15 -0.14
C -1.32 -1.02 -0.28 -0.34
H 1.68 1.27 -0.68 0.26
H 2.94 0.26 -0.43 0.26
H -0.66 1.91 0.84 0.57
H -1.37 -1.96 -0.67 0.54

112
Properties=species:S:1:pos:R:3:mulliken_charge:R:1 method="wB97M-V/def2-TZVPD" smiles="[H]/N=C/C[C@@]1(C)NC(=O)[C@H]([C@H](Cl)CC)[C@@]1(CC[C@@H](C)CCC=C(C)C)OC[C@H](C)O.O=[N+]([O-])c1ccccc1.O=[N+]([O-])c1ccccc1.O=[N+]([O-])c1ccccc1" max_force_ha_per_bohr=0.027 e_tot_ha=-3006.66910 orbital_gap_ev=6.87
H 0.78 4.91 0.78 0.23
N 0.72 4.13 0.13 -0.37
C 1.87 3.59 0.04 -0.66
C 2.23 2.40 -0.81 -0.89
C 2.03 0.99 -0.10 1.50
C 3.38 0.29 -0.20 -1.49
N 1.61 1.36 1.28 0.17
C 0.44 0.64 1.62 -1.61
O -0.34 0.93 2.48 -0.51
C 0.41 -0.58 0.69 0.38
C 1.39 -1.50 1.43 -0.32
Cl 2.04 -2.92 0.52 -0.09
C 0.69 -2.05 2.70 -0.51
C 1.53 -1.91 3.97 -1.55
C 0.75 0.18 -0.61 1.22
C 1.06 -0.64 -1.87 -1.72
C -0.07 -1.28 -2.73 -1.83
C -1.20 -2.12 -2.10 0.95
C -0.73 -3.27 -1.21 -1.38
C -2.29 -1.26 -1.43 -0.39
C -3.26 -2.04 -0.51 -0.03
C -4.36 -1.07 -0.18 -1.39
C -4.34 -0.30 0.93 1.10
C -3.96 -0.81 2.30 -1.43
C -4.72 1.16 0.87 -0.83
O -0.24 1.21 -0.69 -0.27
C -0.73 1.61 -1.97 -0.36
C -1.32 3.01 -1.91 -0.14
C -2.63 3.06 -2.71 -1.50
O -0.40 3.90 -2.53 -0.63
H 2.71 4.02 0.60 0.44
H 3.30 2.50 -0.97 0.48
H 1.76 2.46 -1.79 0.37
H 4.10 0.75 0.49 0.21
H 3.37 -0.78 -0.02 0.28
H 3.79 0.44 -1.20 0.53
H 2.34 1.22 1.97 0.41
H -0.60 -0.98 0.71 0.45
H 2.27 -0.98 1.78 0.67
H 0.52 -3.12 2.54 0.62
H -0.31 -1.62 2.81 0.11
H 0.89 -2.02 4.85 0.43
H 2.02 -0.93 4.02 0.31
H 2.28 -2.70 4.01 0.34
H 1.64 0.00 -2.54 0.53
H 1.75 -1.42 -1.57 0.70
H 0.42 -1.91 -3.48 0.55
H -0.54 -0.48 -3.30 0.45
H -1.71 -2.61 -2.94 0.60
H -0.65 -3.02 -0.16 -0.13
H -1.45 -4.09 -1.27 0.28
H 0.23 -3.66 -1.56 0.51
H -2.90 -0.82 -2.23 0.79
H -1.88 -0.46 -0.82 -0.41
H -2.73 -2.23 0.42 0.06
H -3.59 -2.97 -0.97 0.45
H -5.20 -0.97 -0.86 0.40
H -4.77 -0.52 2.97 0.51
H -3.05 -0.36 2.70 0.07
H -3.85 -1.90 2.30 0.41
H -5.67 1.31 0.34 0.40
H -4.84 1.57 1.88 0.22
H -3.93 1.72 0.38 -0.05
H -1.51 0.93 -2.31 0.06
H 0.02 1.61 -2.76 0.62
H -1.50 3.25 -0.87 0.23
H -2.86 4.11 -2.91 0.43
H -2.47 2.60 -3.69 0.35
H -3.46 2.58 -2.18 0.24
H -0.38 4.70 -1.99 0.42
O -3.35 -5.37 -3.12 -0.61
N -2.32 -6.01 -3.07 1.09
O -1.93 -6.61 -2.09 -0.62
C -1.48 -6.04 -4.28 0.13
C -1.88 -5.33 -5.39 -0.23
C -1.07 -5.35 -6.52 -0.58
C 0.11 -6.08 -6.51 -0.42
C 0.49 -6.79 -5.38 -0.49
C -0.30 -6.77 -4.25 -0.38
H -2.80 -4.78 -5.39 0.47
H -1.37 -4.80 -7.40 0.39
H 0.75 -6.08 -7.39 0.39
H 1.42 -7.35 -5.38 0.38
H -0.02 -7.32 -3.36 0.47
O -6.68 3.32 7.76 -0.61
N -5.64 2.69 7.88 1.01
O -5.30 2.11 8.88 -0.61
C -4.75 2.64 6.71 0.05
C -5.10 3.33 5.56 -0.32
C -4.24 3.29 4.48 -0.48
C -3.05 2.57 4.55 -0.45
C -2.72 1.89 5.71 -0.46
C -3.57 1.92 6.80 -0.47
H -6.03 3.88 5.52 0.45
H -4.50 3.82 3.57 0.43
H -2.38 2.55 3.70 0.53
H -1.80 1.33 5.76 0.47
H -3.32 1.39 7.71 0.44
O 6.20 2.00 2.07 -0.61
N 6.05 2.76 1.14 1.00
O 5.05 3.41 0.93 -0.55
C 7.15 2.88 0.17 0.27
C 8.29 2.12 0.35 -0.47
C 9.31 2.22 -0.57 -0.44
C 9.19 3.08 -1.66 -0.42
C 8.04 3.84 -1.82 -0.54
C 7.01 3.74 -0.90 -0.29
H 8.38 1.45 1.20 0.46
H 10.21 1.63 -0.45 0.37
H 9.99 3.15 -2.38 0.38
H 7.95 4.51 -2.66 0.37
H 6.11 4.33 -1.02 0.45

112
Properties=species:S:1:pos:R:3:mulliken_charge:R:1 method="wB97M-V/def2-TZVPD" e_above_lowest_kj_mol=25.2 max_force_ha_per_bohr=0.040 e_tot_ha=-4633.73046 orbital_gap_ev=6.91 total_charge=-1
Cs -0.75 1.43 0.40 1.18
C -0.78 2.03 -6.68 -0.87
N -1.18 2.09 -5.29 0.29
C -2.10 2.96 -4.76 -0.93
C -2.16 2.68 -3.42 -0.38
N -1.32 1.65 -3.12 0.32
C -0.74 1.31 -4.25 -0.12
P 0.47 0.00 -4.52 -0.49
C -0.46 -1.44 -3.88 -0.01
N -1.40 -1.44 -2.96 -0.08
C -1.78 -2.74 -2.80 -0.66
C -1.06 -3.55 -3.63 -0.49
N -0.22 -2.72 -4.33 0.38
C 0.73 -3.17 -5.33 -0.92
C 1.67 0.33 -3.18 0.23
N 1.51 1.11 -2.14 -0.20
C 2.69 1.09 -1.45 -0.50
C 3.59 0.29 -2.10 -0.54
N 2.95 -0.18 -3.21 0.45
C 3.55 -1.07 -4.20 -0.85
H -1.36 2.77 -7.24 0.31
H -0.97 1.05 -7.11 0.30
H 0.27 2.26 -6.80 0.31
H -2.60 3.70 -5.37 0.34
H -2.72 3.18 -2.63 0.46
H -2.54 -3.02 -2.08 0.45
H -1.07 -4.62 -3.79 0.45
H 0.28 -3.97 -5.92 0.43
H 1.65 -3.52 -4.88 0.17
H 0.96 -2.34 -6.00 0.33
H 2.82 1.61 -0.51 0.20
H 4.61 0.00 -1.86 0.51
H 4.55 -0.72 -4.43 0.37
H 2.96 -1.04 -5.11 0.35
H 3.60 -2.09 -3.82 0.20
S -0.06 -5.64 4.10 -0.22
C 1.58 -5.76 4.55 -0.40
C 2.27 -4.64 4.19 -0.85
C 1.45 -3.67 3.55 -0.19
C 0.15 -4.07 3.43 0.29
C -0.96 -3.33 2.83 1.06
C -0.69 -2.36 1.82 -0.68
N -1.61 -1.65 1.22 0.56
C -2.90 -1.83 1.61 -0.56
C -3.28 -2.76 2.57 1.02
C -4.67 -2.88 2.94 -1.00
C -5.60 -2.06 2.41 -1.01
C -5.24 -1.07 1.44 1.23
C -6.15 -0.12 0.94 -0.97
C -5.71 0.84 0.06 0.64
C -4.37 0.77 -0.37 -0.71
N -3.50 -0.09 0.08 0.06
C -3.91 -0.98 1.01 -0.47
C -6.52 1.97 -0.42 0.14
C -6.04 3.23 -0.67 -0.38
C -7.07 4.12 -1.09 -0.78
C -8.29 3.53 -1.16 -0.34
S -8.21 1.88 -0.71 -0.18
C -2.27 -3.53 3.18 -1.13
H 1.96 -6.64 5.04 0.42
H 3.33 -4.49 4.38 0.42
H 1.81 -2.69 3.25 0.48
H 0.33 -2.20 1.49 0.04
H -4.94 -3.61 3.69 0.38
H -6.64 -2.13 2.72 0.39
H -7.17 -0.12 1.31 0.45
H -4.00 1.48 -1.11 0.40
H -5.00 3.51 -0.50 0.53
H -6.90 5.17 -1.32 0.39
H -9.23 3.98 -1.45 0.42
H -2.55 -4.25 3.95 0.48
C 5.32 4.98 4.64 -1.44
C 4.33 3.90 4.27 1.16
C 3.84 3.02 5.22 -0.78
C 2.92 2.03 4.87 -0.25
C 2.49 1.92 3.56 -0.33
C 2.98 2.79 2.60 -0.47
C 3.89 3.77 2.95 -0.90
S 1.28 0.69 3.09 1.79
O 1.21 -0.22 4.22 -0.78
O 0.10 1.47 2.78 -1.04
N 1.73 0.05 1.75 0.50
C 2.79 -0.82 1.67 -0.60
C 3.84 -0.92 2.58 0.04
C 4.91 -1.83 2.39 -1.09
C 4.97 -2.66 1.31 -1.23
C 3.91 -2.63 0.37 1.14
C 3.86 -3.52 -0.72 -1.06
C 2.77 -3.50 -1.55 -0.72
C 1.73 -2.58 -1.28 -0.39
N 1.76 -1.72 -0.30 0.38
C 2.83 -1.73 0.54 0.26
H 5.53 4.96 5.71 0.34
H 4.92 5.97 4.39 0.33
H 6.26 4.86 4.11 0.30
H 4.17 3.10 6.25 0.27
H 2.53 1.34 5.61 0.49
H 2.63 2.71 1.58 0.35
H 4.25 4.46 2.19 0.40
H 3.85 -0.31 3.47 0.43
H 5.70 -1.85 3.13 0.41
H 5.79 -3.35 1.17 0.37
H 4.67 -4.22 -0.88 0.42
H 2.66 -4.20 -2.37 0.56
H 0.84 -2.58 -1.88 0.12
F -1.20 6.54 0.89 -0.28
C -1.06 5.40 0.18 0.86
F -0.95 5.77 -1.11 -0.28
F 0.14 4.84 0.52 -0.19
C -2.19 4.36 0.44 0.12
O -2.74 4.41 1.55 -0.68
O -2.32 3.53 -0.49 -0.42

27
Properties=species:S:1:pos:R:3:mulliken_charge:R:1 method="wB97M-V/def2-TZVPD" e_above_lowest_kj_mol=472.9 max_force_ha_per_bohr=0.146 e_tot_ha=-519.88083 orbital_gap_ev=9.54
C 2.82 -1.14 0.19 0.07
C -2.45 -0.84 0.42 -0.62
C -2.11 0.01 -0.74 -1.31
C -1.59 -2.21 0.35 -0.98
C -0.73 0.64 -0.47 -1.03
C -0.20 -1.83 0.01 -0.62
C 0.19 -0.49 -0.37 1.26
C 2.17 1.04 1.14 -1.66
C 2.52 0.75 -1.30 -1.54
C 2.22 0.03 -0.02 1.54
N 3.39 -2.14 0.29 -0.61
O 0.25 -1.50 -1.29 -0.54
H -2.17 -0.15 1.20 0.32
H -3.45 -1.18 0.57 0.40
H -2.01 -0.53 -1.66 0.39
H -2.80 0.72 -0.85 0.59
H -1.62 -2.84 1.21 0.43
H -2.01 -2.90 -0.55 0.27
H -0.35 1.32 -1.24 0.39
H -0.78 1.17 0.36 0.48
H 0.56 -2.45 0.49 0.46
H 1.55 1.93 0.86 0.26
H 3.14 1.37 1.42 0.48
H 1.67 0.53 1.90 0.43
H 3.47 1.16 -1.46 0.47
H 2.53 0.10 -2.15 0.40
H 1.80 1.54 -1.56 0.29

18
Properties=species:S:1:pos:R:3:mulliken_charge:R:1 method="wB97M-V/def2-TZVPD" e_above_lowest_kj_mol=308.7 max_force_ha_per_bohr=0.170 e_tot_ha=-413.77243 orbital_gap_ev=10.06 total_charge=+2
C 0.36 -1.28 0.41 0.77
C 0.31 3.36 -0.37 -1.04
C 0.02 1.98 -0.67 0.32
N 0.03 -2.53 0.33 0.00
N -0.33 -0.40 -0.22 -0.07
N -1.20 -2.86 -0.30 -0.66
N -0.13 0.86 0.08 -0.39
O 1.42 -0.89 1.11 -0.45
H -0.41 4.12 -0.81 0.38
H 0.66 3.51 0.67 0.29
H 1.12 3.62 -1.19 0.35
H -0.21 1.95 -1.74 0.38
H 1.85 -1.56 1.65 0.37
H 0.54 -3.27 0.83 0.21
H -1.03 -0.84 -0.86 0.39
H -1.15 -3.81 -0.86 0.34
H -1.95 -2.95 0.48 0.32
H 0.10 1.00 1.47 0.49

15
Properties=species:S:1:pos:R:3:mulliken_charge:R:1 method="wB97M-V/def2-TZVPD" e_above_lowest_kj_mol=129.9 smiles="O=C(CO)CCO" max_force_ha_per_bohr=0.016 e_tot_ha=-382.91534 orbital_gap_ev=10.89
O -1.66 0.15 0.08 -0.65
C -0.66 -0.50 0.29 0.75
C -0.59 -1.91 -0.28 -0.46
O -1.79 -2.25 -0.88 -0.55
C 0.51 0.08 1.06 -0.65
C 1.17 1.20 0.26 -0.42
O 1.72 0.60 -0.90 -0.50
H 0.15 -1.92 -1.08 0.24
H -0.29 -2.62 0.52 0.27
H -2.30 -1.42 -0.87 0.38
H 0.13 0.50 2.00 0.35
H 1.26 -0.69 1.30 0.31
H 0.42 1.95 0.01 0.32
H 1.95 1.67 0.87 0.30
H 2.02 1.31 -1.49 0.30